{
  "formula": "C5H33NO14",
  "method": "the ωB97M-V functional and the def2-TZVPD basis",
  "e_lumo_ev": -0.1,
  "homo_lumo_gap_ha": 0.330,
  "e_tot_ha": -1318.18531,
  "species": ["C", "N", "C", "C", "C", "O", "C", "O", "H", "H", "H", "H", "H", "H", "H", "H", "H", "H", "H", "O", "H", "H", "O", "H", "H", "O", "H", "H", "O", "H", "H", "O", "H", "H", "O", "H", "H", "O", "H", "H", "O", "H", "H", "O", "H", "H", "O", "H", "H", "O", "H", "H", "O"],
  "xyz": [[0.31116, -0.91267, -0.63190], [-0.15765, -1.14683, 0.67511], [0.48041, -0.57194, 1.89607], [1.91042, -0.93664, 2.19258], [2.67319, 0.43204, 2.09035], [2.12826, 1.51293, 2.26987], [-0.62351, -0.99626, 3.00939], [-1.00226, -0.43416, 3.98581], [1.41448, -0.40061, -0.57499], [0.21111, -1.78976, -1.35066], [-0.32678, -0.01589, -1.08412], [-0.11460, -2.20387, 0.91262], [0.16380, 0.52254, 1.61031], [1.91027, -0.96524, 3.31584], [2.23047, -1.86873, 1.64567], [3.81352, 0.47849, 2.13263], [-0.76254, -2.03246, 2.70271], [-3.86285, -0.10996, -1.67262], [-4.02504, 1.39545, -2.48090], [-4.36345, 0.45382, -2.42905], [0.74367, 1.41958, 3.82227], [0.38474, 3.05042, 3.45427], [0.47178, 2.30686, 4.06780], [1.12498, 2.53720, -3.74830], [1.41480, 2.39989, -2.25721], [1.61946, 1.91856, -3.03813], [-0.04965, -3.68161, -3.19019], [-0.80945, -3.15119, -1.97917], [-0.89666, -3.46890, -2.89834], [-0.99804, -4.05778, 1.80319], [0.21522, -4.02365, 1.28642], [-0.07432, -3.91320, 2.05944], [-1.49821, 1.39569, -4.29758], [-0.24330, 0.72391, -3.87553], [-0.60136, 1.58273, -3.91974], [-1.55010, 3.88948, 2.34113], [-2.00686, 3.83561, 0.81203], [-1.34235, 4.23488, 1.45543], [-3.38685, 0.11675, 1.53311], [-3.64868, -0.72719, 2.67783], [-3.23626, -0.74289, 1.81697], [2.19134, 3.37138, -0.01533], [0.63407, 3.61535, 0.20799], [1.30005, 3.43189, -0.53040], [-1.56240, 1.54973, -1.38961], [-1.05619, 1.13728, -0.05084], [-1.33708, 1.99540, -0.55020], [2.98664, -3.34784, -0.70123], [1.73554, -3.36272, -1.48233], [2.06475, -3.64490, -0.65239], [1.32934, 0.25812, -3.71494], [2.51595, -0.40216, -3.62333], [1.55701, -0.65694, -3.63786]],
  "forces_ev_per_a": [[1.6, 3.5, -1.7], [-0.2, -4.8, 2.7], [-4.6, 2.7, -2.0], [-0.2, 2.1, 0.6], [1.2, 0.9, 0.9], [0.8, -1.8, -1.1], [2.7, -0.7, -1.6], [-0.1, 0.4, 0.0], [-2.1, -1.6, -0.8], [0.5, 1.4, 1.1], [1.5, -2.1, 0.3], [-0.4, 2.3, -1.1], [1.9, -1.2, 1.5], [0.5, -1.0, -0.7], [0.1, 1.2, 0.8], [-1.0, -0.7, -0.5], [-1.3, -0.4, 0.8], [-1.6, 2.6, -2.7], [-0.3, -1.9, 0.7], [1.9, -0.7, 2.1], [-0.2, 0.9, -1.1], [0.7, -1.4, -0.5], [-0.9, 1.0, 2.1], [1.7, -2.2, 2.3], [-0.3, 0.6, 1.8], [-0.6, 2.1, -3.7], [2.3, -0.5, -0.8], [-0.1, -0.3, -0.8], [-2.3, 0.7, 1.5], [-0.5, 0.0, 1.1], [5.3, -1.6, -9.8], [-4.7, 0.9, 8.6], [1.0, 0.5, 0.3], [0.7, -1.6, 0.3], [-3.2, 1.0, -0.9], [-0.1, 0.1, -0.6], [1.4, 0.5, 1.4], [-1.0, -0.7, -0.8], [-0.3, 2.6, -1.2], [-0.1, -0.3, 0.6], [0.3, -2.2, 0.6], [-2.4, 0.2, -1.4], [1.0, -0.4, -1.5], [1.4, 0.2, 2.8], [0.1, 0.8, 0.0], [-0.7, 2.5, -0.7], [0.1, -3.0, 0.8], [-0.2, -0.2, 0.3], [-0.7, 0.4, -1.3], [0.9, -0.2, 1.2], [-0.8, 1.3, 0.3], [-0.7, -1.2, 0.1], [2.0, -0.6, -0.3]]
}

=====

{
  "formula": "C5H34N2O11",
  "method": "the ωB97M-V functional and the def2-TZVPD basis",
  "e_lumo_ev": -0.1,
  "homo_lumo_gap_ha": 0.336,
  "e_tot_ha": -1148.02480,
  "smiles": "NCCC[C@@H](N)CO.O.O.O.O.O.O.O.O.O.O",
  "species": ["N", "C", "C", "C", "C", "N", "C", "O", "H", "H", "H", "H", "H", "H", "H", "H", "H", "H", "H", "H", "H", "H", "O", "H", "H", "O", "H", "H", "O", "H", "H", "O", "H", "H", "O", "H", "H", "O", "H", "H", "O", "H", "H", "O", "H", "H", "O", "H", "H", "O", "H", "H"],
  "xyz": [[0.23388, -2.78198, 1.29859], [-0.18107, -3.74458, 0.24963], [0.63747, -3.64695, -1.03498], [0.66902, -2.17333, -1.61329], [-0.74120, -1.51721, -1.76303], [-0.70814, -0.33866, -0.88972], [-0.86206, -1.05323, -3.27902], [-1.34298, 0.27345, -3.44053], [1.19368, -2.92501, 1.59499], [0.22144, -1.86510, 0.86537], [-0.12624, -4.72892, 0.70860], [-1.23505, -3.50431, 0.15160], [0.23816, -4.25538, -1.85095], [1.66188, -3.96936, -0.84288], [1.26891, -2.17757, -2.51183], [1.20144, -1.64902, -0.83353], [-1.46265, -2.22321, -1.38400], [-1.64504, 0.04032, -0.78044], [-0.07657, 0.40031, -1.17757], [-1.46419, -1.77717, -3.83422], [0.13280, -0.93907, -3.69803], [-2.17487, 0.44118, -2.98717], [1.69382, -0.83110, 2.87698], [1.42775, 0.08904, 2.71420], [0.98873, -1.12041, 3.47371], [1.78354, 1.92758, 2.43051], [2.12684, 2.25017, 3.26350], [0.84308, 2.22477, 2.40134], [-0.88251, -1.95876, 3.94862], [-0.27511, -2.16731, 3.21467], [-1.69784, -1.87863, 3.44194], [-2.76700, 2.26896, -2.23642], [-1.95289, 1.89998, -2.57299], [-3.46600, 1.86141, -1.72784], [-0.75669, 2.91421, 2.42684], [-0.69037, 3.77831, 2.87592], [-0.66421, 3.24979, 1.49338], [1.52820, 1.97039, -1.99349], [1.90066, 1.11381, -2.21544], [2.05295, 2.19497, -1.20438], [2.43547, 3.86015, -0.04096], [1.54556, 4.09494, -0.31674], [2.34872, 3.60399, 0.88377], [2.38325, 0.33499, 0.30317], [2.86670, -0.32291, 0.82319], [2.48845, 1.09816, 0.90715], [-3.27560, 0.53031, 0.70299], [-2.69235, 1.04210, 1.27221], [-3.07873, -0.34639, 1.05461], [-0.31824, 3.68863, -0.12025], [-1.16023, 3.94123, -0.52561], [-0.17462, 2.80246, -0.50217]],
  "forces_ev_per_a": [[0.1, -0.1, -0.3], [0.3, 0.4, 1.1], [-0.6, 1.0, -1.0], [-0.4, -1.7, 1.4], [2.8, 1.5, -1.0], [-1.2, -0.5, 0.9], [-0.4, 0.0, 0.9], [-0.3, 0.0, -0.2], [0.1, -0.1, -0.1], [0.0, 0.3, 0.2], [0.0, -0.2, -0.2], [-0.2, -0.3, -0.6], [-0.1, -0.5, 0.3], [0.0, 0.0, 0.0], [0.0, 0.1, -0.3], [0.3, 0.7, -0.2], [-0.7, 0.1, -0.4], [0.2, 0.2, 0.0], [0.1, -0.3, -0.3], [0.1, 0.1, -0.3], [0.1, -0.6, -0.1], [-0.2, -0.9, -0.2], [-0.4, 0.1, 0.4], [0.4, -0.1, -0.2], [0.4, 0.0, 0.1], [-0.3, 0.4, -0.2], [0.2, 0.0, 0.3], [0.1, 0.0, 0.2], [0.1, 0.2, -0.3], [-0.3, -0.6, -0.1], [-0.2, 0.0, 0.3], [-0.6, 2.5, -0.2], [0.0, -0.8, 0.5], [0.8, -1.0, 0.1], [0.2, 1.2, -0.5], [-0.2, -0.6, 0.3], [-0.2, -0.5, 0.3], [-0.1, 0.0, 0.4], [-0.1, -0.2, -0.2], [0.0, 0.3, -0.2], [0.4, -0.2, 0.1], [-0.2, 0.2, 0.0], [0.0, 0.0, 0.1], [0.7, 0.3, 0.4], [-0.3, -0.3, -0.3], [-0.3, -0.2, -0.5], [0.2, -0.2, 0.3], [0.0, 0.6, 0.0], [-0.3, -0.3, -0.3], [-0.6, -0.5, -0.3], [0.0, 0.2, -0.1], [0.3, 0.2, -0.1]]
}

=====

{
  "formula": "C5H34NO14",
  "method": "the ωB97M-V functional and the def2-TZVPD basis",
  "e_lumo_ev": 2.5,
  "homo_lumo_gap_ha": 0.313,
  "e_tot_ha": -1319.10034,
  "charge": -1,
  "species": ["C", "N", "C", "C", "C", "O", "C", "O", "H", "H", "H", "H", "H", "H", "H", "H", "H", "H", "H", "H", "O", "H", "H", "O", "H", "H", "O", "H", "H", "O", "H", "H", "O", "H", "H", "O", "H", "H", "O", "H", "H", "O", "H", "H", "O", "H", "H", "O", "H", "H", "O", "H", "H", "O"],
  "xyz": [[-1.57674, -1.15886, 1.09915], [-0.11914, -1.19556, 1.19067], [0.49657, -0.35948, 0.10909], [1.89033, 0.02632, 0.58050], [1.97251, 1.09449, 1.67322], [1.39660, 0.59924, 2.87374], [0.55913, -1.33576, -1.10496], [-0.59014, -1.59910, -1.74293], [-1.97764, -1.26262, 0.10385], [-1.97747, -0.24276, 1.56568], [-1.99305, -1.84921, 1.83450], [0.17161, -0.74671, 2.04919], [-0.06705, 0.56449, -0.07600], [2.44524, -0.86585, 0.89132], [2.45755, 0.43868, -0.25852], [3.03011, 1.31736, 1.76149], [1.38535, 1.94996, 1.33018], [1.09284, -2.21186, -0.74145], [-1.14464, 4.13676, -1.35622], [0.02081, 4.59064, -0.50217], [-0.78269, 4.92371, -0.91587], [0.72573, -3.82544, -1.97568], [1.91832, -3.08928, -2.65418], [1.66376, -3.89200, -2.19332], [-0.43715, 3.57963, 3.18291], [-0.37816, 2.33694, 4.00132], [0.08697, 3.17779, 3.90503], [-0.64633, -2.17887, -3.37541], [-1.45346, -1.47376, -4.51608], [-0.72350, -2.07325, -4.35273], [-1.87350, 1.77623, -1.18075], [-3.23972, 2.55518, -0.92592], [-2.28564, 2.63188, -0.97008], [1.61354, 0.96055, -1.97140], [0.97636, -0.77505, -2.92722], [1.45044, -0.62784, -2.09502], [-1.60744, -3.95546, 0.03033], [-1.30984, -3.02284, -1.13988], [-1.61274, -3.94262, -0.93372], [2.77231, -2.73673, 2.99595], [1.64929, -3.32354, 2.06165], [1.97139, -3.26131, 2.96674], [-1.73166, 3.23084, 0.88152], [1.59614, 1.82776, -3.22788], [1.75417, 1.91232, -2.28267], [-0.79191, 1.01555, -3.37003], [-1.16509, -0.22097, -2.46143], [-1.52299, 0.61169, -2.89711], [-0.68238, -1.22483, 3.68737], [-0.77749, -0.27848, 4.85170], [-1.24485, -0.52744, 4.04741], [0.92888, 1.32889, 3.29003], [-2.12486, 4.70057, 1.12603], [-1.77850, 3.91830, 1.56598]],
  "forces_ev_per_a": [[-0.3, 0.7, 1.9], [-0.1, 0.7, -1.1], [0.1, -1.6, 0.8], [0.5, 0.3, -0.3], [-0.8, -0.9, -1.0], [0.3, 0.0, 0.4], [0.1, 2.0, -0.3], [-0.1, -0.2, 0.6], [0.1, -0.3, -0.2], [0.1, 0.4, -0.6], [-0.1, -0.8, -0.5], [-0.1, -0.1, 0.1], [-0.2, -0.1, -0.3], [-0.1, -0.1, 0.1], [0.0, -0.1, 0.0], [0.2, 0.5, 0.5], [0.3, 0.3, 0.1], [0.2, -0.1, 0.0], [-0.1, 0.2, 0.2], [0.0, 0.1, 0.0], [0.2, 0.1, -0.3], [0.0, 0.1, -0.2], [-0.3, 0.2, 0.0], [0.3, -0.6, 0.0], [0.2, 0.1, 0.1], [-0.2, 0.1, 0.3], [-0.4, -0.3, -0.5], [-0.3, 0.4, -0.2], [-0.1, 0.1, 0.3], [0.5, -0.4, -0.3], [-0.5, -0.1, -0.6], [0.0, -0.4, -0.2], [0.5, 0.2, 0.5], [0.2, 1.0, -0.6], [0.1, -0.1, 0.0], [-0.1, -1.1, 0.2], [0.0, -0.1, -0.1], [0.0, -0.1, -0.3], [0.1, 0.1, 0.3], [0.0, 0.1, -0.4], [0.2, 0.4, -0.1], [-0.3, -0.4, 0.5], [-0.2, 0.4, -0.2], [0.1, 0.2, 0.0], [-0.2, -0.4, 0.3], [0.1, 0.0, 0.1], [0.0, 0.1, -0.1], [-0.2, -0.1, 0.3], [0.0, 0.0, -0.1], [-0.1, 0.0, 0.1], [0.1, 0.0, 0.3], [0.3, 0.2, 0.0], [0.3, -0.1, -0.3], [0.0, -0.4, 0.7]]
}